Entry 1:
DFT (ωB97M-V/def2-TZVPD) results for 8 unconnected molecules or ions with the total composition C48H108F2N8O7S2 at a distorted geometry.

Summary:
**Energy relative to the best compared isomer or geometry (same formula, charge and spin)**: 0.00 kJ/mol
**Kohn-Sham gap**: 8.7 eV
**Total charge**: +4

Atoms and positions in Å:
C: -0.50 -0.87 -3.10
C: -1.58 -0.11 -3.89
C: -1.40 -0.55 -5.37
N: -2.54 -0.08 -6.26
C: -3.91 -0.51 -5.81
C: -2.47 1.42 -6.55
C: -2.44 1.62 -8.09
C: -2.68 0.22 -8.69
C: -2.29 -0.77 -7.61
H: -0.51 -1.95 -3.21
H: -0.69 -0.58 -2.07
H: 0.51 -0.57 -3.38
H: -1.51 0.97 -3.78
H: -2.56 -0.44 -3.55
H: -1.59 -1.63 -5.35
H: -0.40 -0.47 -5.80
H: -4.17 0.15 -4.99
H: -3.80 -1.54 -5.47
H: -4.61 -0.37 -6.62
H: -3.42 1.86 -6.25
H: -1.66 1.86 -5.97
H: -3.13 2.39 -8.40
H: -1.47 1.99 -8.43
H: -3.74 0.15 -8.91
H: -2.00 0.09 -9.53
H: -2.90 -1.66 -7.62
H: -1.26 -1.11 -7.68
C: -4.46 -3.25 8.50
C: -4.62 -2.28 7.31
C: -3.29 -1.69 6.84
N: -3.31 -0.80 5.61
C: -4.06 0.48 5.92
C: -3.96 -1.44 4.42
C: -3.39 -0.71 3.24
C: -1.89 -0.65 3.57
C: -1.90 -0.46 5.12
H: -5.48 -3.43 8.83
H: -3.96 -2.77 9.34
H: -3.87 -4.15 8.35
H: -5.32 -1.54 7.69
H: -5.07 -2.82 6.48
H: -2.56 -2.49 6.69
H: -2.88 -1.02 7.60
H: -3.49 1.10 6.60
H: -4.98 0.14 6.38
H: -4.08 1.11 5.03
H: -5.04 -1.37 4.53
H: -3.67 -2.49 4.36
H: -3.86 0.27 3.18
H: -3.65 -1.14 2.27
H: -1.44 0.15 2.99
H: -1.37 -1.54 3.24
H: -1.72 0.56 5.45
H: -1.20 -1.12 5.63
C: -4.99 1.25 -1.23
C: -4.82 2.54 -0.44
C: -3.34 2.91 -0.34
N: -2.96 4.20 0.37
C: -3.20 5.35 -0.57
C: -1.51 4.12 0.81
C: -1.53 3.33 2.11
C: -2.91 3.56 2.72
C: -3.72 4.30 1.67
H: -4.52 1.39 -2.21
H: -5.99 0.88 -1.44
H: -4.42 0.45 -0.75
H: -5.31 2.44 0.53
H: -5.37 3.30 -1.00
H: -3.06 3.08 -1.39
H: -2.62 2.13 -0.08
H: -4.20 5.33 -1.00
H: -2.42 5.27 -1.31
H: -3.09 6.25 0.04
H: -1.10 5.12 0.96
H: -0.94 3.69 -0.02
H: -0.69 3.60 2.74
H: -1.46 2.24 2.02
H: -2.72 4.14 3.62
H: -3.52 2.68 2.92
H: -3.79 5.35 1.95
H: -4.74 3.95 1.61
C: 6.50 2.05 5.84
C: 5.49 1.84 4.67
C: 4.79 0.50 4.87
N: 3.74 0.15 3.79
C: 4.43 -0.04 2.46
C: 2.89 -1.05 4.22
C: 1.48 -0.77 3.69
C: 1.37 0.73 3.86
C: 2.74 1.30 3.72
H: 6.10 1.80 6.82
H: 6.75 3.11 5.79
H: 7.39 1.47 5.61
H: 6.06 1.81 3.74
H: 4.77 2.65 4.64
H: 4.32 0.35 5.84
H: 5.60 -0.20 4.70
H: 4.99 -0.97 2.45
H: 5.07 0.81 2.23
H: 3.65 -0.07 1.70
H: 3.42 -1.92 3.84
H: 2.83 -0.97 5.30
H: 1.32 -0.91 2.62
H: 0.73 -1.31 4.26
H: 0.81 1.17 3.03
H: 0.81 0.96 4.77
H: 2.88 1.99 2.88
H: 2.89 2.03 4.52
C: 6.88 -0.74 -5.64
C: 5.56 -0.41 -4.89
C: 5.85 0.01 -3.45
N: 4.74 0.74 -2.71
C: 3.35 0.27 -3.07
C: 4.71 2.23 -3.14
C: 4.11 2.96 -1.95
C: 4.50 2.15 -0.70
C: 4.95 0.75 -1.21
H: 7.58 0.09 -5.60
H: 6.55 -0.76 -6.67
H: 7.26 -1.70 -5.30
H: 4.84 -1.22 -4.98
H: 5.12 0.44 -5.42
H: 6.72 0.67 -3.46
H: 6.12 -0.81 -2.78
H: 3.22 -0.70 -2.59
H: 3.30 0.03 -4.12
H: 2.64 1.03 -2.79
H: 4.21 2.28 -4.10
H: 5.78 2.41 -3.22
H: 3.03 2.98 -2.03
H: 4.51 3.96 -2.11
H: 3.75 2.26 0.07
H: 5.39 2.65 -0.29
H: 4.31 -0.04 -0.79
H: 6.01 0.58 -1.03
C: -0.26 -8.30 0.76
C: -0.68 -6.97 0.16
C: 0.16 -5.77 0.68
N: -0.19 -4.42 0.13
C: -1.55 -4.06 0.63
C: 0.95 -3.52 0.72
C: 2.10 -3.58 -0.26
C: 1.51 -4.10 -1.59
C: 0.03 -4.17 -1.34
H: -0.31 -8.36 1.85
H: 0.81 -8.44 0.62
H: -0.83 -9.13 0.35
H: -1.73 -6.82 0.46
H: -0.70 -6.94 -0.93
H: 1.13 -6.08 0.27
H: 0.29 -5.77 1.76
H: -2.21 -4.86 0.29
H: -1.86 -3.22 0.00
H: -1.58 -4.01 1.71
H: 0.46 -2.55 0.60
H: 1.11 -3.57 1.80
H: 2.73 -2.69 -0.24
H: 2.76 -4.43 -0.09
H: 1.69 -3.47 -2.46
H: 1.77 -5.13 -1.79
H: -0.58 -3.31 -1.62
H: -0.43 -4.96 -1.95
N: 0.75 0.40 0.26
O: 1.56 -0.29 -0.44
O: 1.09 1.54 0.63
O: -0.32 -0.16 0.62
N: -1.12 4.37 -3.04
S: 0.28 3.77 -3.18
O: 1.36 4.73 -3.10
O: 0.46 2.53 -3.95
F: 0.37 3.02 -1.74
S: -1.17 5.04 -4.59
O: -1.37 4.11 -5.66
O: -0.40 6.21 -4.87
F: -2.63 5.69 -4.49


Entry 2:
DFT (ωB97M-V/def2-TZVPD) results for 8 unconnected molecules or ions with the total composition C48H108N4O8 at a distorted geometry.

Summary:
**Energy relative to the best compared isomer or geometry (same formula, charge and spin)**: 467.47 kJ/mol
**Kohn-Sham gap (alpha / beta)**: 1.6 / 8.2 eV
**Total charge**: -1
**Spin multiplicity**: 2
**Expectation value of S²**: 0.75

Atoms and positions in Å:
C: -9.96 10.54 -9.53
C: -9.60 9.03 -9.35
C: -9.81 8.59 -7.83
O: -10.33 8.12 -10.06
H: -9.20 11.29 -9.32
H: -10.97 10.63 -9.12
H: -10.20 10.80 -10.56
H: -8.52 8.90 -9.48
H: -10.80 8.41 -7.41
H: -9.27 9.32 -7.23
H: -9.33 7.62 -7.67
H: -10.13 7.21 -9.84
C: -8.25 0.59 -8.30
C: -8.36 -0.92 -8.43
C: -9.85 -1.34 -8.03
O: -8.08 -1.29 -9.84
H: -9.00 1.07 -8.94
H: -7.31 1.03 -8.62
H: -8.44 1.17 -7.39
H: -7.61 -1.46 -7.85
H: -10.02 -2.41 -8.05
H: -10.54 -0.84 -8.72
H: -10.16 -1.13 -7.01
H: -8.89 -1.00 -10.27
C: -3.67 -2.48 -8.78
C: -3.62 -1.38 -9.91
C: -4.77 -1.54 -10.96
O: -3.83 -0.14 -9.20
H: -4.73 -2.63 -8.60
H: -3.12 -2.25 -7.87
H: -3.37 -3.47 -9.14
H: -2.66 -1.23 -10.40
H: -4.20 -1.83 -11.84
H: -5.29 -0.58 -11.06
H: -5.40 -2.41 -10.77
H: -3.89 0.60 -9.82
C: -0.98 9.91 -6.42
C: -1.81 9.26 -5.31
C: -3.23 9.97 -5.24
O: -1.98 7.92 -5.72
H: 0.02 9.52 -6.58
H: -0.94 10.97 -6.18
H: -1.47 9.75 -7.38
H: -1.32 9.33 -4.34
H: -3.50 10.34 -6.23
H: -3.21 10.73 -4.46
H: -3.92 9.17 -4.95
H: -2.43 7.88 -6.57
C: -1.71 4.58 -7.93
C: -3.23 4.42 -8.36
C: -3.78 3.36 -7.35
C: -5.28 3.37 -7.15
C: -5.84 4.72 -6.85
C: -5.46 5.76 -7.93
N: -4.00 5.68 -8.15
O: -3.55 6.57 -9.05
C: -6.36 5.57 -9.25
C: -5.73 7.08 -7.24
C: -3.42 3.89 -9.77
H: -1.09 3.73 -8.22
H: -1.62 4.79 -6.87
H: -1.37 5.48 -8.44
H: -3.46 2.34 -7.57
H: -3.33 3.63 -6.40
H: -5.71 2.67 -6.43
H: -5.77 2.95 -8.03
H: -5.24 5.08 -6.02
H: -6.90 4.75 -6.60
H: -6.58 6.58 -9.59
H: -6.08 4.97 -10.11
H: -7.33 5.13 -9.01
H: -5.48 7.91 -7.90
H: -6.78 7.07 -6.95
H: -5.12 7.16 -6.34
H: -2.61 3.18 -9.98
H: -3.22 4.70 -10.47
H: -4.45 3.56 -9.84
H: -4.04 6.30 -9.82
C: -0.06 1.07 -15.55
C: -1.52 1.53 -15.43
C: -2.07 1.01 -14.19
C: -1.64 1.82 -12.93
C: -2.13 3.21 -13.11
C: -1.54 3.87 -14.43
N: -1.81 2.91 -15.58
O: -1.47 3.38 -16.81
C: -2.41 5.24 -14.64
C: -0.05 4.35 -14.20
C: -2.38 0.75 -16.55
H: 0.12 0.06 -15.90
H: 0.38 1.12 -14.56
H: 0.46 1.56 -16.38
H: -3.10 1.18 -14.50
H: -1.83 -0.05 -14.07
H: -0.57 1.74 -12.73
H: -2.13 1.44 -12.03
H: -1.76 3.75 -12.24
H: -3.22 3.19 -13.07
H: -1.95 5.71 -15.50
H: -3.45 4.95 -14.85
H: -2.46 5.82 -13.72
H: -0.13 5.01 -13.34
H: 0.65 3.53 -14.03
H: 0.28 4.83 -15.13
H: -2.48 -0.30 -16.28
H: -2.06 0.73 -17.59
H: -3.37 1.18 -16.67
H: -2.33 3.60 -17.17
C: -7.21 1.48 -12.18
C: -8.11 2.05 -13.23
C: -7.84 1.30 -14.61
C: -8.83 1.63 -15.79
C: -10.24 1.19 -15.22
C: -10.67 2.01 -13.96
N: -9.61 1.75 -12.98
O: -9.94 2.11 -11.68
C: -10.99 3.45 -14.44
C: -11.94 1.20 -13.51
C: -7.96 3.63 -13.24
H: -7.05 0.42 -12.40
H: -6.20 1.87 -12.30
H: -7.57 1.65 -11.16
H: -6.89 1.61 -15.04
H: -7.82 0.22 -14.46
H: -8.74 2.71 -15.92
H: -8.52 1.09 -16.68
H: -10.40 0.13 -15.05
H: -10.92 1.36 -16.06
H: -11.83 3.48 -15.13
H: -10.15 3.90 -14.95
H: -11.33 4.15 -13.67
H: -12.73 1.12 -14.26
H: -12.50 1.77 -12.77
H: -11.93 0.16 -13.20
H: -7.40 3.93 -14.12
H: -8.93 4.11 -13.10
H: -7.44 4.00 -12.36
H: -10.44 1.32 -11.49
C: -6.76 9.15 -12.91
C: -6.10 10.62 -13.16
C: -6.98 11.54 -12.30
C: -6.58 11.58 -10.86
C: -5.04 11.71 -10.59
C: -4.16 10.75 -11.43
N: -4.64 10.82 -12.81
O: -3.88 9.96 -13.63
C: -2.72 11.19 -11.23
C: -4.19 9.37 -10.78
C: -6.41 11.04 -14.57
H: -6.00 8.38 -12.80
H: -7.34 8.82 -13.77
H: -7.61 9.25 -12.24
H: -6.85 12.59 -12.55
H: -8.06 11.41 -12.41
H: -6.90 10.64 -10.41
H: -7.18 12.38 -10.41
H: -4.91 11.72 -9.51
H: -4.73 12.74 -10.80
H: -1.98 10.42 -11.46
H: -2.55 12.01 -11.93
H: -2.54 11.54 -10.22
H: -3.42 8.75 -11.23
H: -4.16 9.50 -9.70
H: -5.14 8.87 -11.00
H: -7.46 10.90 -14.83
H: -5.78 10.45 -15.23
H: -6.14 12.09 -14.75
H: -3.29 10.60 -14.05